[1]
This record from the OMol25 dataset describes C15H38N2O14P3S2 as an isolated structure at a distorted geometry. The level of theory is wB97M-V/def2-TZVPD.

E, eV: -97352.5606
Gap between HOMO and LUMO, eV: 6.58
Total charge: -1

XYZ file:
```
74
Properties=species:S:1:pos:R:3:forces:R:3:mulliken_charge:R:1
N -5.57465 -3.45064 2.18922 -0.2 0.2 -1.0 -0.5578
P -5.44549 -4.39628 0.72540 -1.4 -1.4 -0.2 0.1580
O -5.70351 -3.26147 -0.45735 0.3 -0.1 0.7 -0.4501
S -3.42474 -5.21478 0.61803 2.8 -0.8 0.6 0.9775
O -3.39049 -6.08929 1.78478 -0.7 1.0 0.6 -0.7291
O -3.31175 -6.03772 -0.56861 -0.7 1.0 -0.7 -0.6415
N -2.17513 -4.14087 0.81176 -2.2 0.9 -0.6 -0.3833
S -2.28126 -2.83949 -0.16407 3.2 -1.0 -2.3 0.9869
O -0.91579 -2.35079 -0.38389 -0.7 0.4 1.2 -0.6403
O -2.84966 -3.14088 -1.46968 -1.5 0.2 0.7 -0.6531
C -3.15790 -1.44444 0.57591 0.6 1.0 2.7 -0.8368
C -2.41953 -0.99153 1.93031 -1.0 -2.5 0.8 0.1709
C -2.74513 -1.91220 3.14194 3.5 0.3 -2.0 -0.5328
O -1.41889 -1.87341 2.40820 -0.6 1.6 -0.4 -0.4190
H -6.17623 -2.66636 1.92099 0.3 0.1 0.2 0.2395
H -6.16626 -4.01313 2.79830 0.3 0.0 0.0 0.3248
H -5.93143 -3.76488 -1.25401 0.2 0.3 0.1 0.3262
H -3.19548 -0.56405 -0.07428 0.1 -0.6 -0.4 0.4525
H -4.15439 -1.66888 0.96871 0.1 -0.3 -0.8 0.3007
H -2.32416 0.08883 2.13021 0.2 -0.5 -0.3 0.4151
H -3.00778 -2.93681 2.86921 -1.1 0.4 0.8 0.0291
H -2.36219 -1.59819 4.11456 -1.4 -0.1 0.2 0.4043
O 2.70264 2.12004 1.37592 -2.0 3.3 -1.5 -0.7288
P 1.81479 2.35547 2.56363 2.6 -6.2 4.6 1.3298
O 2.94551 2.67640 3.72029 -0.4 0.6 -0.4 -0.2542
C 3.69630 3.88075 3.62290 0.1 0.2 0.1 -0.3352
C 2.86808 5.08939 4.02362 -0.1 0.0 -0.1 -0.9536
O 1.52309 0.77712 2.88265 -0.6 0.6 -0.1 -0.4501
C 1.30440 -0.14428 1.79065 0.2 -0.5 -0.1 0.2912
C 2.50891 -1.04636 1.63319 0.2 0.0 0.0 -1.4991
O 0.55663 2.82868 3.52927 0.4 2.0 -2.8 -0.4184
C 0.02079 2.05186 4.60072 -0.8 -0.4 0.6 0.0406
C 0.93339 1.94808 5.80173 0.4 -0.1 -0.1 -1.0224
H 4.08973 3.99881 2.60891 0.0 -0.1 0.0 0.2438
H 4.54807 3.77819 4.29688 0.0 -0.1 0.0 0.3141
H 2.03780 5.24243 3.32922 0.0 0.0 0.0 0.2738
H 3.48258 5.99166 4.02884 0.0 0.0 0.0 0.4081
H 2.43715 4.95050 5.01555 0.0 0.0 0.0 0.1875
H 1.08837 0.38631 0.86290 0.1 0.1 0.1 0.2984
H 0.43067 -0.74573 2.03509 0.0 0.1 0.1 -0.0605
H 3.42458 -0.46604 1.50072 -0.1 0.1 -0.1 0.3675
H 2.38520 -1.70867 0.77509 -0.1 0.0 0.0 0.3634
H 2.64400 -1.65567 2.52875 -0.1 0.0 0.0 0.4063
H -0.30256 1.07036 4.25663 0.3 0.0 -0.1 0.0551
H -0.89110 2.57376 4.90431 0.1 0.2 -0.2 0.3584
H 1.79108 1.30844 5.59538 0.0 0.0 0.0 0.2525
H 0.39043 1.51695 6.64532 -0.1 0.0 -0.1 0.4363
H 1.31096 2.92927 6.09236 -0.1 0.0 0.0 0.1757
O 3.25551 1.05855 -4.77664 1.3 -3.5 -1.2 -0.8116
P 2.04121 0.19445 -4.58161 -5.2 4.9 3.0 1.1737
O 0.96488 0.95034 -5.57497 0.6 -0.4 -0.2 -0.2931
C 1.19134 0.91459 -6.97810 0.0 0.0 -0.2 -0.3757
C 0.85427 -0.44628 -7.56280 0.1 -0.1 0.0 -0.9485
O 1.57760 0.79538 -3.12635 0.2 -0.6 -0.2 -0.3645
C 2.55661 1.16640 -2.15757 0.0 0.5 0.2 0.1510
C 2.56570 2.67565 -2.01735 0.0 0.2 0.0 -1.1670
O 1.06486 -1.11758 -4.38578 3.2 -0.6 -1.5 -0.3844
C -0.10093 -1.14289 -3.53197 -0.9 -0.5 0.7 0.0638
C -1.24252 -0.30529 -4.05920 0.1 0.5 -0.1 -0.9221
H 2.22774 1.18698 -7.20044 0.0 0.0 0.0 0.2832
H 0.54800 1.67586 -7.42245 0.0 0.0 0.1 0.3033
H 1.52232 -1.21718 -7.17048 0.0 0.0 0.0 0.2741
H 0.94800 -0.43095 -8.65063 0.0 0.0 0.0 0.3997
H -0.16270 -0.73787 -7.30041 0.0 0.0 0.0 0.1949
H 3.54174 0.77988 -2.41917 0.0 0.1 -0.1 0.3769
H 2.27264 0.71746 -1.20310 -0.1 -0.1 -0.1 -0.1737
H 2.72068 3.17751 -2.97385 0.1 -0.2 -0.1 0.3913
H 3.34371 2.99752 -1.32346 -0.1 0.0 0.1 0.3292
H 1.59882 3.01381 -1.63943 0.0 0.0 0.1 0.2378
H 0.14197 -0.88894 -2.50460 0.2 0.1 -0.1 0.0741
H -0.42941 -2.18296 -3.50669 0.3 -0.1 -0.2 0.3244
H -1.03208 0.76118 -3.96729 0.0 0.0 0.0 0.2729
H -2.14822 -0.51898 -3.48885 0.1 -0.2 0.1 0.3836
H -1.43135 -0.51711 -5.11295 0.0 -0.1 0.0 0.1846
```
Forces are in eV/Å.

[2]
This record from the OMol25 dataset describes a 4-piece molecular cluster, C26H50BFN4O7P2S2 overall at a distorted geometry. The level of theory is wB97M-V/def2-TZVPD.

SMILES: CCOB(O)c1c(CCCSC(=S)N(CC)CC)c(F)c(P(N)O)c2nc(O)c(P(C)C)nc12.CCO.CCO.CCO
E, eV: -91709.7679
Gap between HOMO and LUMO, eV: 7.83
Total charge: 0
Energy relative to the best compared isomer or geometry (same formula, charge and spin), eV: 0.0000

XYZ file:
```
93
Properties=species:S:1:pos:R:3:forces:R:3:mulliken_charge:R:1
C -2.11451 -2.19567 -6.71400 -0.1 0.0 -0.1 -1.3166
C -1.95695 -1.26834 -5.51300 -0.3 -0.5 0.3 0.1636
O -0.64436 -1.41181 -4.96159 0.2 0.6 -0.6 -0.4866
B -0.13060 -0.35455 -4.23881 -0.2 -0.5 0.3 0.8261
O 1.09599 0.13952 -4.55699 -0.1 0.2 -0.1 -0.5466
C -0.96167 0.26448 -3.04153 0.4 0.1 -0.3 -0.5059
C -1.60441 1.47516 -3.11566 0.1 -0.1 0.0 0.5898
C -1.51793 2.34042 -4.34488 -0.4 0.2 -0.2 -1.4921
C -1.32346 3.83588 -4.07967 0.4 0.1 0.0 -1.0353
C -0.22001 4.06578 -3.05453 -0.1 0.1 -0.2 0.1519
S -0.14441 5.79014 -2.48211 0.3 -0.1 0.2 -0.1630
C -1.30304 5.70827 -1.10348 -0.5 -0.1 0.2 -0.0784
S -2.87134 6.00941 -1.37690 -0.1 0.2 0.0 -0.1902
N -0.83519 5.49800 0.20700 1.0 0.4 -0.6 0.5082
C -0.77157 6.83131 0.88361 -0.7 -0.1 0.4 -0.4286
C 0.02844 6.86174 2.17069 0.1 0.3 -0.2 -1.3222
C 0.40789 4.70647 0.30852 -0.1 -0.2 0.0 -0.3344
C 0.38507 3.73615 1.48284 0.1 -0.2 -0.5 -1.1389
C -2.36086 1.86381 -1.99506 -0.1 0.0 -0.2 1.1715
F -3.05315 3.02052 -2.10587 -0.2 0.0 -0.1 -0.5127
C -2.47364 1.17617 -0.82911 -0.1 0.2 0.6 0.8755
P -3.50555 1.71386 0.64754 -0.2 0.0 0.1 0.1807
N -5.09333 1.50639 0.02320 0.1 -0.1 -0.3 -0.6818
O -3.49558 3.35003 0.55439 0.2 -0.2 0.2 -0.4354
C -1.78487 -0.05417 -0.75191 0.2 -0.2 -0.2 -0.0600
N -1.84379 -0.80915 0.38903 0.1 0.1 -0.1 -0.6652
C -1.20860 -1.92714 0.37553 0.1 0.0 0.1 -0.0560
O -1.21520 -2.71074 1.49992 0.3 -0.1 -0.2 -0.4390
C -0.47770 -2.42460 -0.75993 -0.5 -0.2 -0.2 0.4799
P 0.42826 -3.99965 -0.70285 1.1 -0.1 0.3 -0.0182
C 0.47769 -4.43397 -2.47756 -0.7 0.3 -0.1 -0.9699
C -0.68262 -5.23902 0.06453 -0.5 0.0 0.0 -0.9544
N -0.39646 -1.70613 -1.84414 -0.2 0.1 0.1 -0.4274
C -1.04863 -0.50398 -1.86579 -0.1 -0.2 0.3 -0.2374
H -1.17178 -2.68844 -6.94061 0.1 0.0 0.1 0.3253
H -2.85541 -2.97075 -6.52763 0.0 0.0 0.0 0.3023
H -2.42893 -1.65206 -7.60356 0.0 0.0 0.0 0.3623
H -2.15196 -0.23529 -5.80552 0.1 0.1 0.0 0.0888
H -2.68930 -1.53215 -4.74573 0.0 0.1 0.1 0.2654
H 1.37315 -0.18622 -5.42129 0.2 -0.2 0.1 0.3087
H -0.69814 2.00568 -4.98038 0.1 -0.2 0.1 0.1985
H -2.43547 2.20799 -4.92707 0.0 0.0 -0.1 0.4980
H -1.02545 4.31871 -5.01147 -0.1 0.0 -0.1 0.5811
H -2.23294 4.32494 -3.73959 0.0 -0.1 0.0 0.2980
H -0.36286 3.40965 -2.20047 0.1 0.0 0.1 -0.2772
H 0.76850 3.84192 -3.45697 0.0 0.0 -0.1 0.5283
H -0.40894 7.59637 0.18907 0.2 -0.1 0.0 0.4013
H -1.80030 7.10301 1.11907 0.0 0.0 -0.1 0.4228
H -0.08136 7.85910 2.59783 -0.1 0.0 0.1 0.4525
H -0.33275 6.13697 2.89351 0.0 0.0 0.1 0.2878
H 1.09435 6.72831 1.99028 0.0 -0.2 0.1 0.2586
H 0.47786 4.08573 -0.57682 0.0 0.0 -0.1 0.2103
H 1.31198 5.31789 0.29617 0.0 0.1 0.1 0.3025
H 0.40105 4.21725 2.45401 0.0 -0.1 0.1 0.2411
H -0.48465 3.08385 1.39086 -0.2 0.1 0.2 0.0614
H 1.25380 3.08406 1.36970 0.1 0.1 0.2 0.3453
H -5.25838 2.09615 -0.78837 0.0 0.0 0.0 0.3216
H -5.23937 0.54344 -0.26501 -0.2 0.0 0.2 0.3114
H -2.83393 3.75329 -0.01822 -0.1 0.2 0.0 0.2257
H -0.70910 -2.26349 2.18819 -0.2 0.1 0.1 0.3306
H 1.31493 -3.94136 -2.96186 0.1 -0.1 0.0 0.3045
H -0.42931 -4.08895 -2.97878 0.0 0.0 -0.1 0.2249
H 0.52866 -5.51478 -2.58636 0.3 0.0 0.0 0.3916
H -0.31717 -5.41862 1.07225 -0.1 0.0 0.1 0.1354
H -0.67062 -6.18451 -0.47671 0.3 0.0 -0.2 0.4449
H -1.72289 -4.91966 0.10595 0.0 0.0 0.1 0.3698
C -1.19413 -7.86462 3.83752 0.0 0.0 0.0 -1.1075
C 0.31333 -7.74605 3.96745 -0.2 0.1 0.2 -0.2774
O 0.72273 -6.37763 4.01509 0.2 -0.1 -0.1 -0.4853
H -1.53379 -7.35566 2.93515 0.0 0.0 0.0 0.2104
H -1.50845 -8.90797 3.79134 0.0 0.0 0.0 0.3536
H -1.69106 -7.39464 4.68917 0.0 -0.1 0.0 0.3469
H 0.80871 -8.19564 3.10802 0.1 0.1 0.0 0.3393
H 0.66256 -8.25933 4.87092 0.0 -0.1 -0.1 0.3638
H 0.29597 -5.97377 4.77701 0.0 0.0 0.0 0.2836
C 4.08427 -6.10608 6.31889 0.0 -0.1 0.0 -0.9146
C 4.53852 -6.34946 4.89172 -0.1 0.0 0.0 -0.2218
O 4.10753 -7.61281 4.39965 0.0 0.0 0.1 -0.5319
H 4.45714 -6.89278 6.97559 0.0 0.0 0.0 0.2679
H 4.44231 -5.14345 6.68711 0.0 0.0 0.0 0.3164
H 2.99311 -6.11078 6.37726 0.0 0.0 0.0 0.2435
H 5.62616 -6.35985 4.83255 0.0 0.0 0.0 0.3054
H 4.16996 -5.55274 4.23703 0.1 0.0 0.0 0.2459
H 3.14546 -7.61816 4.42877 -0.1 0.1 -0.1 0.2737
C 3.80932 5.00288 3.32867 -0.1 0.0 0.0 -0.7342
C 4.51589 4.37588 2.14226 0.0 0.2 0.0 -0.3367
O 4.09362 4.97185 0.91674 0.0 -0.1 0.0 -0.4798
H 2.72908 4.90312 3.21459 0.0 0.0 0.0 0.0113
H 4.10800 4.54040 4.27025 0.0 0.0 0.0 0.3686
H 4.03662 6.07044 3.38595 0.0 0.0 0.0 0.3155
H 4.27922 3.31603 2.06219 0.0 0.0 0.0 0.2701
H 5.60146 4.47291 2.24822 0.0 -0.1 0.0 0.3148
H 4.30115 5.91018 0.96213 0.0 0.0 -0.1 0.2838
```
Forces are in eV/Å.

[3]
This record from the OMol25 dataset describes C41H39CoFN13O5 as an isolated structure at a distorted geometry. The level of theory is wB97M-V/def2-TZVPD.

Multiplicity: 4
E, eV: -113100.7580
Gap between HOMO and LUMO (alpha / beta), eV: 6.51 / 6.50
Total charge: +1

XYZ file:
```
100
Properties=species:S:1:pos:R:3:forces:R:3:lowdin_spin:R:1
Co -0.37702 1.13250 3.38420 -0.2 -0.8 0.0 2.7629
N -0.17693 -1.79020 5.17617 -0.5 -0.7 1.1 -0.0004
C -1.35498 -1.25236 5.49271 0.8 1.3 -1.7 0.0021
N -2.32766 -1.92315 6.06061 1.1 -0.6 0.3 0.0013
C -3.41580 -1.22728 6.27660 -2.1 0.1 0.9 -0.0001
N -4.35824 -1.86615 7.01756 -1.3 0.7 -0.1 -0.0001
N -3.70557 0.03161 5.86947 0.8 -0.4 0.1 0.0002
C -2.66388 0.61292 5.26240 -1.8 -1.1 1.0 0.0013
N -1.50114 0.04992 5.04121 0.7 0.0 -0.2 0.0227
C -2.92103 1.99104 4.82165 -0.6 0.9 -0.4 0.0031
C -4.14223 2.69011 4.97328 2.0 -0.9 -0.9 0.0008
C -4.25557 3.94314 4.39482 -2.5 -0.6 1.8 0.0004
C -3.20869 4.53319 3.80666 3.4 -0.6 -0.9 0.0007
C -2.00660 3.78894 3.70743 0.2 -0.3 0.1 0.0035
N -1.89248 2.52769 4.18143 0.3 1.6 -0.8 0.0298
H 0.12210 -2.63387 5.62334 -0.2 -0.4 0.0 0.0000
H 0.52352 -1.26770 4.68039 0.3 0.5 -0.5 -0.0002
H -4.18327 -2.80267 7.33464 0.1 0.0 -0.1 0.0000
H -5.31774 -1.49031 7.11935 1.4 -0.3 -0.2 0.0000
H -4.95076 2.18993 5.41897 -0.9 -0.4 0.7 0.0002
H -5.22156 4.43406 4.56191 0.4 0.1 -0.4 0.0000
H -3.16743 5.51416 3.41351 -0.4 0.8 -0.3 0.0001
H -1.07205 4.16697 3.22949 -1.1 -0.2 0.4 0.0003
F 1.14997 0.16930 -4.72741 -0.8 -0.5 -0.5 0.0000
C 1.89191 -0.15639 -3.65027 -0.2 0.3 0.3 0.0000
C 1.28089 -0.32091 -2.42318 0.3 -0.6 0.1 0.0000
C 2.10018 -0.39793 -1.28036 0.8 0.9 -1.1 0.0000
C 1.51213 -0.58085 0.07114 2.1 0.3 0.1 -0.0001
O 0.35842 -0.84446 0.19449 -2.2 -0.7 0.2 -0.0002
C 2.47733 -0.45936 1.16573 -0.7 0.3 0.0 0.0004
C 3.76561 -0.15278 0.89409 0.6 -0.1 0.8 0.0001
N 4.32968 -0.01858 -0.34497 -0.5 0.2 -0.3 0.0000
C 5.73566 0.33135 -0.52551 -0.2 -0.8 -0.1 0.0000
C 6.66647 -0.77671 -1.06975 -1.5 0.1 1.0 0.0000
C 6.71976 -0.34772 0.38187 -0.4 -0.2 -0.2 0.0000
C 3.48258 -0.12238 -1.46385 0.4 -0.7 0.5 0.0000
C 4.06899 -0.05509 -2.73807 -1.5 -0.1 -0.8 0.0000
C 3.26557 -0.12044 -3.88246 -0.3 0.8 1.3 0.0000
N 3.75851 0.13140 -5.20139 0.1 0.2 -1.0 0.0000
C 3.41687 1.45041 -5.79383 1.1 0.3 1.5 0.0000
C 3.94462 1.49882 -7.20885 0.2 0.2 -0.6 0.0000
N 5.14580 0.59561 -7.34699 0.3 1.0 -0.4 0.0000
C 4.69708 -0.82512 -7.15247 0.9 -0.7 -1.3 0.0000
C 3.51876 -0.90402 -6.23580 0.2 0.0 1.6 0.0000
C 2.13277 -0.78973 2.63984 0.9 -0.2 -0.5 0.0044
O 3.02055 -1.44703 3.18862 -0.7 0.3 0.3 0.0046
O 1.02131 -0.41764 3.15481 -0.1 0.3 -0.2 0.0363
H 0.19323 -0.44755 -2.34610 0.5 0.3 0.1 0.0000
H 4.43808 -0.05621 1.76131 -0.2 -0.1 -0.6 0.0000
H 5.87525 1.36407 -0.85714 0.2 -0.3 0.1 0.0000
H 7.40839 -0.48902 -1.77343 0.6 0.2 -0.3 0.0000
H 6.17913 -1.74870 -1.25532 0.3 0.6 0.1 0.0000
H 7.55625 0.23135 0.76700 -0.2 -0.3 -0.1 0.0000
H 6.22186 -1.05904 1.05515 0.7 0.4 -0.1 0.0000
H 5.10211 0.11460 -2.83761 1.0 0.0 -0.2 0.0000
H 3.80116 2.28691 -5.10318 -0.4 -1.3 -1.2 0.0000
H 2.37435 1.58869 -5.93984 -1.2 0.2 0.4 0.0000
H 4.17618 2.50677 -7.50424 0.5 0.4 0.0 0.0000
H 3.20950 1.18560 -7.96109 0.2 -0.4 0.3 0.0000
H 5.90137 0.91912 -6.72252 -0.6 -0.5 0.1 0.0000
H 5.54455 0.67254 -8.29149 -0.2 0.1 0.3 0.0000
H 5.55194 -1.40602 -6.79665 -0.1 0.2 0.1 0.0000
H 4.48748 -1.15809 -8.18358 -0.1 -0.1 0.5 0.0000
H 3.53997 -1.86682 -5.73147 0.0 -0.1 -0.1 0.0000
H 2.56879 -0.83854 -6.75279 -0.3 0.3 -0.1 0.0000
O 1.52634 2.41264 3.93436 -0.9 0.5 -1.4 0.0336
C 1.41776 2.77740 2.73470 1.0 -0.1 2.4 0.0023
C 2.48101 3.53691 1.99868 -0.1 0.0 -1.6 0.0003
C 1.99883 3.23418 0.54142 1.6 0.1 -1.5 0.0027
C 0.65943 2.50543 0.66885 -0.5 -0.2 -1.0 0.0071
O -0.04711 2.06276 -0.23298 0.9 0.8 0.5 0.0042
N 0.36772 2.40849 1.98669 -0.1 -0.2 0.7 0.0348
H 3.48777 3.18117 2.28438 -0.6 0.1 -0.3 0.0003
H 2.44449 4.62850 2.11192 -0.1 -0.4 0.6 -0.0001
H 2.74007 2.62919 -0.06600 -0.9 0.3 0.8 0.0007
H 1.88083 4.13590 -0.09663 -0.1 -0.4 0.5 0.0001
N -5.92173 -1.47943 -0.73218 0.2 1.3 0.3 0.0000
C -6.62868 -2.54581 -1.23996 1.3 0.4 0.5 -0.0001
C -7.78761 -2.62374 -1.97757 -0.4 -1.6 -0.1 0.0000
C -8.11114 -3.91807 -2.39757 -1.8 -0.7 -0.2 -0.0002
C -7.35074 -5.09217 -2.11124 0.0 0.9 0.4 0.0000
C -6.18465 -4.92258 -1.39156 0.4 0.4 0.2 -0.0001
C -5.79383 -3.63258 -0.94892 -0.9 -1.4 -1.4 0.0000
N -4.62077 -3.23344 -0.37340 0.0 -0.3 0.5 -0.0004
C -4.73565 -1.94815 -0.21764 0.1 0.2 -0.6 0.0000
C -3.66249 -1.14217 0.39618 -0.5 -0.4 0.1 -0.0014
C -2.65891 -1.84448 1.06382 -0.3 0.4 0.5 0.0011
C -1.82785 -1.13751 1.88814 2.1 0.7 0.8 0.0006
N -1.85525 0.22940 2.02158 0.4 -1.8 0.3 0.0343
C -2.70586 0.86694 1.24810 0.4 1.3 0.6 0.0031
C -3.62096 0.23673 0.45426 -0.7 0.2 -0.5 0.0016
H -6.20479 -0.50611 -0.71879 0.0 -0.4 -0.1 0.0000
H -8.43652 -1.77975 -2.11102 -0.2 0.2 -0.3 0.0000
H -9.12029 -4.10870 -2.85715 1.2 0.5 0.2 0.0000
H -7.69337 -6.11469 -2.37266 0.2 1.0 0.0 0.0000
H -5.52898 -5.74502 -1.18101 0.2 -0.4 0.1 0.0000
H -2.59397 -2.91645 1.02866 -0.1 -0.2 -0.1 0.0002
H -0.95601 -1.63835 2.41962 -1.5 0.7 -0.6 0.0001
H -2.70189 1.97013 1.28754 0.1 -0.6 0.0 0.0005
H -4.27119 0.92158 -0.06288 -0.5 -0.3 -0.3 0.0003
```
Forces are in eV/Å.